(1)
The following is a DFT calculation (wB97M-V/def2-TZVPD) of C30H37Cl2N6P2SScSi as an isolated structure.

The total charge is 0. The LUMO energy is -0.7 eV. The value obtained for the relative energy (zero: lowest compared OMol25 entry of this formula, charge and spin) is 34.7 kcal/mol. As for the HOMO energy: -5.465 eV. The orbital gap comes out at 4.7 eV.

Atoms and positions in Å:
1 Sc -0.777 1.438 -2.324
2 C -2.779 -1.529 3.171
3 P -1.241 -1.896 2.374
4 C -1.806 -3.210 1.171
5 C -0.579 -2.988 3.637
6 C -0.933 -4.277 3.759
7 C -0.146 -5.207 4.532
8 C 1.052 -4.805 5.094
9 C 1.291 -3.412 5.135
10 C 0.513 -2.485 4.380
11 P 0.614 -0.688 4.612
12 C 0.168 -0.681 6.373
13 C 2.347 -0.204 4.976
14 H -3.220 -2.437 3.768
15 H -3.623 -1.182 2.528
16 H -2.646 -0.714 3.947
17 H -2.786 -3.637 1.464
18 H -1.069 -3.954 0.957
19 H -1.872 -2.655 0.237
20 H -1.801 -4.624 3.213
21 H -0.379 -6.336 4.519
22 H 1.640 -5.436 5.748
23 H 2.189 -3.083 5.753
24 H -0.556 0.098 6.466
25 H 1.037 -0.478 7.038
26 H -0.428 -1.640 6.583
27 H 2.458 0.829 5.388
28 H 2.934 -0.213 4.069
29 H 2.799 -0.951 5.665
30 N -1.006 5.319 -1.044
31 C -1.378 4.941 0.229
32 C -1.294 3.584 0.308
33 N -0.730 3.128 -0.947
34 C -0.587 4.207 -1.703
35 C -0.171 4.184 -3.083
36 N -0.148 3.039 -3.782
37 C 0.251 3.378 -5.107
38 C 0.335 4.732 -5.208
39 N 0.078 5.238 -3.924
40 H -0.724 6.254 -1.417
41 H -1.598 5.699 0.988
42 H -1.559 3.018 1.226
43 H 0.417 2.674 -5.902
44 H 0.622 5.249 -6.084
45 H 0.020 6.205 -3.590
46 C 5.770 -0.039 -1.636
47 Si 4.005 -0.039 -0.962
48 C 3.813 -1.210 0.536
49 C 3.389 1.647 -0.510
50 C 2.746 -0.511 -2.329
51 C 3.082 -0.962 -3.618
52 C 2.156 -1.052 -4.682
53 C 0.903 -0.490 -4.492
54 N 0.583 -0.035 -3.215
55 C 1.375 -0.190 -2.151
56 S 0.620 0.125 -0.583
57 H 6.509 0.018 -0.775
58 H 5.926 0.760 -2.337
59 H 5.981 -0.983 -2.120
60 H 2.789 -1.373 0.817
61 H 4.284 -0.786 1.400
62 H 4.322 -2.159 0.266
63 H 3.021 2.164 -1.422
64 H 4.279 2.346 -0.259
65 H 2.642 1.768 0.234
66 H 4.104 -1.114 -3.902
67 H 2.544 -1.479 -5.602
68 H 0.153 -0.321 -5.245
69 Cl -3.337 0.473 -5.145
70 C -4.187 0.002 -3.785
71 C -5.290 -0.819 -3.936
72 C -6.156 -0.907 -2.856
73 C -5.995 -0.105 -1.686
74 C -4.875 0.687 -1.588
75 Cl -4.558 1.791 -0.294
76 C -3.760 0.581 -2.526
77 N -2.590 0.936 -2.208
78 H -5.419 -1.534 -4.804
79 H -7.056 -1.549 -2.900
80 H -6.701 -0.132 -0.876

(2)
The following is a DFT calculation (wB97M-V/def2-TZVPD) of a 2-piece molecular cluster, C30H37N4O3 overall.

The total charge is +1. The LUMO energy is -5.0 eV. The value obtained for the relative energy (zero: lowest compared OMol25 entry of this formula, charge and spin) is 0.0 kcal/mol. As for the HOMO energy: -10.874 eV. The orbital gap comes out at 5.9 eV.

Atoms and positions in Å:
1 C -4.169 -5.858 -1.699
2 C -3.735 -5.312 -0.323
3 C -2.784 -4.172 -0.326
4 C -1.401 -4.281 -0.516
5 C -0.550 -5.449 -0.776
6 N -0.885 -3.017 -0.572
7 C -1.859 -2.071 -0.233
8 C -3.091 -2.785 -0.222
9 C -4.449 -2.192 -0.160
10 H -4.817 -6.732 -1.560
11 H -4.736 -5.116 -2.274
12 H -3.318 -6.180 -2.312
13 H -4.641 -5.016 0.220
14 H -3.288 -6.155 0.225
15 H -1.099 -6.359 -0.534
16 H -0.228 -5.487 -1.829
17 H 0.353 -5.432 -0.146
18 H 0.125 -2.863 -0.594
19 H -1.795 -1.025 -0.525
20 H -4.386 -1.096 -0.250
21 H -5.055 -2.563 -0.999
22 H -4.991 -2.433 0.777
23 C 2.610 5.386 0.826
24 N 2.067 4.206 0.196
25 C 2.063 4.110 -1.169
26 O 2.517 4.947 -1.948
27 C 1.424 2.773 -1.540
28 C 2.430 1.873 -2.250
29 C 2.802 2.404 -3.618
30 C 4.143 2.635 -3.930
31 C 4.498 3.220 -5.146
32 C 3.504 3.565 -6.072
33 C 2.165 3.275 -5.789
34 C 1.812 2.687 -4.569
35 N 0.988 2.259 -0.234
36 C 0.378 1.051 -0.107
37 C -0.120 0.541 1.080
38 C -0.601 -0.779 1.290
39 C -0.967 -1.231 2.647
40 C -0.790 -0.387 3.759
41 C -1.001 -0.847 5.063
42 N -0.544 -0.009 6.129
43 O -0.618 -0.394 7.314
44 O -0.047 1.109 5.823
45 C -1.519 -2.135 5.315
46 C -1.719 -2.979 4.219
47 C -1.369 -2.560 2.933
48 C 1.396 3.102 0.897
49 C 2.407 2.372 1.795
50 C 0.189 3.666 1.664
51 H 2.978 6.059 0.051
52 H 1.848 5.913 1.407
53 H 3.444 5.139 1.492
54 H 0.541 2.964 -2.176
55 H 3.343 1.821 -1.628
56 H 2.012 0.860 -2.332
57 H 4.903 2.382 -3.183
58 H 5.549 3.403 -5.370
59 H 3.773 4.064 -7.005
60 H 1.384 3.499 -6.523
61 H 0.766 2.467 -4.331
62 H 0.269 0.495 -1.042
63 H -0.010 1.211 1.932
64 H -0.041 -1.515 0.690
65 H -0.427 0.638 3.666
66 H -1.745 -2.415 6.338
67 H -2.106 -3.985 4.389
68 H -1.439 -3.278 2.116
69 H 3.273 2.075 1.183
70 H 2.751 3.024 2.605
71 H 1.970 1.470 2.234
72 H -0.429 4.242 0.960
73 H -0.429 2.882 2.104
74 H 0.522 4.323 2.474

(3)
The following is a DFT calculation (wB97M-V/def2-TZVPD) of C30H38B2BrF4LaN9O8S2 as an isolated structure.

The total charge is +1. The LUMO energy is -3.0 eV. The value obtained for the relative energy (zero: lowest compared OMol25 entry of this formula, charge and spin) is 31.8 kcal/mol. As for the HOMO energy: -11.050 eV. The orbital gap comes out at 8.1 eV.

Atoms and positions in Å:
1 La 0.471 -0.338 -0.053
2 C 4.073 2.606 -1.574
3 C 3.151 1.674 -0.865
4 N 1.873 1.740 -0.834
5 O 1.272 2.713 -1.592
6 B 1.093 2.344 -3.058
7 F 0.581 3.456 -3.678
8 F 2.293 1.877 -3.599
9 O 0.071 1.241 -3.251
10 N 0.493 0.087 -2.651
11 C 0.791 -0.878 -3.429
12 C 0.682 -0.850 -4.918
13 C 1.303 -2.114 -2.728
14 N 1.480 -1.955 -1.481
15 O 1.922 -2.988 -0.702
16 B 3.283 -2.658 -0.080
17 F 3.660 -3.757 0.629
18 F 4.139 -2.293 -1.129
19 O 3.210 -1.499 0.897
20 N 2.840 -0.334 0.288
21 C 3.723 0.487 -0.116
22 C 5.188 0.317 0.079
23 C 1.560 -3.375 -3.474
24 H 3.531 3.472 -1.935
25 H 4.879 2.918 -0.906
26 H 4.521 2.104 -2.432
27 H 0.298 0.109 -5.243
28 H 1.663 -1.014 -5.372
29 H 0.020 -1.650 -5.260
30 H 5.376 -0.520 0.743
31 H 5.665 0.105 -0.880
32 H 5.629 1.229 0.481
33 H 0.616 -3.776 -3.853
34 H 2.211 -3.186 -4.329
35 H 2.024 -4.105 -2.818
36 O -1.266 1.217 1.260
37 C -1.767 1.863 0.345
38 O -1.391 1.550 -0.902
39 C -2.723 2.937 0.361
40 C -3.357 3.508 1.468
41 C -4.227 4.549 1.263
42 C -4.470 5.017 -0.042
43 C -3.864 4.453 -1.141
44 C -2.978 3.391 -0.927
45 S -2.071 2.525 -2.108
46 H -3.182 3.109 2.461
47 H -4.735 5.009 2.100
48 H -5.162 5.838 -0.187
49 H -4.062 4.819 -2.141
50 N -0.353 1.887 3.703
51 C -0.039 3.318 3.376
52 C 1.010 3.328 2.246
53 N 1.564 1.982 2.160
54 C 2.050 1.508 3.456
55 C 0.828 1.207 4.333
56 H -0.571 1.407 2.817
57 H -1.170 1.810 4.301
58 H 0.342 3.776 4.285
59 H -0.955 3.825 3.088
60 H 1.760 4.091 2.471
61 H 0.549 3.581 1.291
62 H 2.304 1.951 1.475
63 H 2.702 2.243 3.942
64 H 2.610 0.586 3.313
65 H 0.939 1.589 5.344
66 H 0.609 0.145 4.348
67 C -4.711 -1.393 -4.869
68 C -4.568 -0.851 -3.443
69 C -3.437 -1.470 -2.685
70 N -2.502 -0.815 -2.102
71 N -1.566 -1.612 -1.465
72 C -1.832 -2.886 -1.588
73 N -1.040 -3.887 -1.132
74 S -3.257 -3.201 -2.520
75 H -5.499 -0.860 -5.400
76 H -4.971 -2.453 -4.867
77 H -3.780 -1.272 -5.426
78 H -5.497 -1.015 -2.893
79 H -4.381 0.222 -3.458
80 H -0.335 -3.648 -0.447
81 H -1.426 -4.811 -1.061
82 Br 1.886 -4.447 6.382
83 C 0.494 -4.115 5.148
84 C -0.674 -4.855 5.223
85 C -1.694 -4.609 4.310
86 C -1.538 -3.643 3.329
87 C -0.363 -2.902 3.279
88 C 0.661 -3.133 4.188
89 C -0.172 -1.865 2.225
90 O 0.556 -0.865 2.465
91 O -0.731 -2.011 1.091
92 H -0.784 -5.616 5.984
93 H -2.609 -5.185 4.367
94 H -2.317 -3.453 2.601
95 H 1.578 -2.561 4.129

(4)
The following is a DFT calculation (wB97M-V/def2-TZVPD) of C30H38Br2FN3O3ReSi as an isolated structure.

The total charge is +2. The LUMO energy (spin up / spin down) is -6.3 / -6.3 eV. The value obtained for the relative energy (zero: lowest compared OMol25 entry of this formula, charge and spin) is 0.0 kcal/mol. As for the HOMO energy (spin up / spin down): -13.019 / -12.796 eV. Its spin multiplicity is 2. The orbital gap (spin up / spin down) comes out at 6.7 / 6.5 eV.

Atoms and positions in Å:
1 Re -0.718 -0.972 0.225
2 Br 1.144 -2.707 1.601
3 C 2.428 -1.911 0.450
4 Br 1.614 -0.190 -0.126
5 H 2.506 -2.482 -0.467
6 H 3.376 -1.721 0.938
7 C -5.733 -1.629 5.788
8 C -5.436 -0.166 5.507
9 C -5.050 0.592 6.760
10 C -4.820 2.059 6.448
11 C -3.772 2.205 5.374
12 C -3.008 3.342 5.277
13 C -2.038 3.449 4.282
14 F -1.316 4.577 4.215
15 C -1.795 2.451 3.394
16 C -2.553 1.273 3.472
17 C -2.306 0.197 2.539
18 O -1.299 0.317 1.732
19 C -3.173 -0.892 2.579
20 C -4.142 -0.936 3.572
21 N -4.328 -0.006 4.489
22 C -3.548 1.158 4.452
23 C -3.206 -2.048 1.634
24 O -4.013 -2.933 1.764
25 O -2.326 -2.039 0.645
26 H -6.403 -1.676 6.645
27 H -4.822 -2.176 6.042
28 H -6.234 -2.136 4.965
29 H -6.315 0.308 5.065
30 H -4.146 0.146 7.186
31 H -5.849 0.472 7.491
32 H -4.509 2.608 7.335
33 H -5.755 2.512 6.108
34 H -3.153 4.162 5.971
35 H -1.040 2.558 2.632
36 H -4.789 -1.800 3.592
37 N -0.788 -5.359 -5.852
38 C -0.734 -4.691 -4.919
39 C -0.665 -3.846 -3.751
40 C -0.791 -4.387 -2.480
41 C -0.718 -3.545 -1.391
42 N -0.536 -2.214 -1.505
43 C -0.426 -1.703 -2.747
44 C -0.475 -2.476 -3.884
45 H -0.951 -5.447 -2.337
46 H -0.839 -3.929 -0.389
47 H -0.302 -0.631 -2.807
48 H -0.385 -2.018 -4.860
49 C 0.681 3.111 0.646
50 Si 2.418 2.610 0.796
51 C 3.492 3.085 -0.620
52 C 2.815 2.763 -1.966
53 C 4.902 2.483 -0.596
54 C 3.571 4.625 -0.450
55 C 3.014 2.128 2.458
56 C 1.815 1.757 3.346
57 C 3.687 3.418 2.989
58 C 4.028 0.973 2.454
59 H 0.487 3.957 1.318
60 H 0.014 2.294 0.938
61 H 0.460 3.421 -0.374
62 H 2.611 1.699 -2.103
63 H 3.498 3.061 -2.768
64 H 1.887 3.318 -2.115
65 H 4.892 1.394 -0.681
66 H 5.458 2.758 0.303
67 H 5.463 2.871 -1.452
68 H 2.589 5.108 -0.474
69 H 4.147 5.028 -1.290
70 H 4.085 4.927 0.467
71 H 1.192 2.626 3.572
72 H 2.194 1.370 4.298
73 H 1.173 0.987 2.905
74 H 3.002 4.272 3.022
75 H 4.569 3.703 2.410
76 H 4.017 3.228 4.014
77 H 3.536 0.017 2.265
78 H 4.476 0.912 3.451
79 H 4.839 1.095 1.741

(5)
The following is a DFT calculation (wB97M-V/def2-TZVPD) of C30H38DyN6O6S as an isolated structure.

The total charge is +1. The LUMO energy (spin up / spin down) is -3.1 / -3.1 eV. The value obtained for the relative energy (zero: lowest compared OMol25 entry of this formula, charge and spin) is 4.8 kcal/mol. As for the HOMO energy (spin up / spin down): -10.155 / -10.153 eV. Its spin multiplicity is 6. The orbital gap (spin up / spin down) comes out at 7.0 / 7.0 eV.

Atoms and positions in Å:
1 Dy -0.094 -0.290 -0.978
2 O -1.108 -4.714 -2.162
3 C -0.506 -3.601 -1.763
4 O -0.409 -2.600 -2.443
5 C 0.111 -3.692 -0.408
6 C 0.239 -4.846 0.328
7 C 0.964 -4.772 1.519
8 C 1.538 -3.573 1.893
9 C 1.337 -2.457 1.087
10 N 0.623 -2.523 -0.026
11 C 1.983 -1.108 1.362
12 O 2.734 -1.004 2.308
13 O 1.672 -0.217 0.481
14 H -1.440 -4.564 -3.063
15 H -0.199 -5.772 -0.018
16 H 1.091 -5.656 2.130
17 H 2.138 -3.461 2.787
18 C -2.891 0.229 -3.927
19 O -1.601 -0.213 -3.521
20 C -0.567 0.447 -4.228
21 C -0.428 1.866 -3.724
22 O -0.574 1.849 -2.303
23 C -0.494 3.158 -1.747
24 H -3.017 0.061 -5.000
25 H -3.037 1.291 -3.708
26 H -3.631 -0.338 -3.374
27 H -0.752 0.459 -5.306
28 H 0.344 -0.118 -4.047
29 H -1.199 2.523 -4.131
30 H 0.551 2.273 -3.995
31 H -1.168 3.827 -2.286
32 H 0.530 3.536 -1.811
33 H -0.802 3.099 -0.708
34 C -0.108 4.113 1.416
35 C 0.888 2.955 1.419
36 C 0.622 1.972 2.523
37 C 1.244 2.121 3.754
38 C 0.997 1.236 4.793
39 C 0.129 0.178 4.596
40 C -0.514 -0.014 3.376
41 C -1.383 -1.244 3.204
42 C -2.767 -1.126 3.845
43 C -0.280 0.920 2.355
44 N -0.925 0.704 1.094
45 C -2.220 0.790 1.053
46 C -2.979 0.067 0.100
47 C -4.367 -0.051 -0.012
48 C -4.597 -1.123 -0.871
49 C -3.331 -1.603 -1.243
50 N -2.348 -0.906 -0.664
51 H 0.101 4.829 0.618
52 H -0.073 4.651 2.364
53 H -1.132 3.749 1.292
54 H 1.906 3.337 1.528
55 H 0.861 2.431 0.463
56 H 1.948 2.935 3.891
57 H 1.502 1.357 5.743
58 H -0.043 -0.535 5.396
59 H -0.856 -2.085 3.664
60 H -1.493 -1.498 2.148
61 H -2.682 -0.863 4.901
62 H -3.313 -2.068 3.772
63 H -3.372 -0.356 3.363
64 H -2.752 1.340 1.831
65 H -5.100 0.553 0.502
66 H -5.550 -1.526 -1.178
67 H -3.111 -2.416 -1.922
68 C 4.384 2.109 0.489
69 C 3.748 2.352 -0.880
70 C 3.323 1.082 -1.538
71 N 2.128 0.829 -1.929
72 N 1.952 -0.471 -2.372
73 C 3.051 -1.171 -2.321
74 N 3.102 -2.463 -2.697
75 S 4.393 -0.280 -1.716
76 H 4.567 3.060 0.989
77 H 5.346 1.600 0.401
78 H 3.728 1.505 1.120
79 H 4.427 2.893 -1.544
80 H 2.847 2.957 -0.779
81 H 2.251 -2.899 -3.008
82 H 3.917 -3.027 -2.550

(6)
The following is a DFT calculation (wB97M-V/def2-TZVPD) of C30H38LaN4O5 as an isolated structure.

The total charge is +1. The LUMO energy is -2.6 eV. The value obtained for the relative energy (zero: lowest compared OMol25 entry of this formula, charge and spin) is 0.0 kcal/mol. As for the HOMO energy: -8.619 eV. The orbital gap comes out at 6.0 eV.

Atoms and positions in Å:
1 La -15.975 -8.716 5.175
2 C -12.858 -9.858 6.658
3 N -14.251 -9.517 7.127
4 C -14.115 -8.497 8.201
5 C -14.977 -10.710 7.503
6 C -15.365 -10.989 8.801
7 C -16.065 -12.156 9.121
8 C -16.430 -13.089 8.117
9 C -16.106 -12.766 6.795
10 C -15.409 -11.629 6.406
11 N -15.382 -11.202 5.110
12 C -15.141 -12.007 4.036
13 C -14.610 -13.311 4.082
14 C -14.556 -14.093 2.947
15 C -15.028 -13.608 1.718
16 C -15.388 -12.260 1.619
17 C -15.370 -11.399 2.687
18 N -15.600 -9.985 2.564
19 C -16.630 -9.655 1.604
20 C -14.291 -9.276 2.346
21 H -12.245 -10.320 7.504
22 H -12.388 -8.895 6.405
23 H -12.900 -10.491 5.771
24 H -13.476 -8.861 9.004
25 H -15.122 -8.249 8.589
26 H -13.678 -7.588 7.807
27 H -14.978 -10.295 9.576
28 H -16.372 -12.286 10.142
29 H -16.792 -14.048 8.405
30 H -16.444 -13.420 6.018
31 H -14.384 -13.735 5.073
32 H -14.192 -15.099 3.088
33 H -14.993 -14.301 0.855
34 H -15.544 -11.807 0.668
35 H -16.309 -9.785 0.589
36 H -16.951 -8.625 1.765
37 H -17.543 -10.245 1.860
38 H -13.825 -9.550 1.356
39 H -13.672 -9.420 3.268
40 H -14.528 -8.245 2.235
41 C -10.086 -4.359 5.036
42 O -11.129 -3.507 4.546
43 C -12.402 -4.051 4.553
44 C -13.410 -3.376 3.833
45 C -14.689 -3.931 3.737
46 C -15.021 -5.201 4.247
47 C -16.389 -5.668 4.063
48 C -17.490 -4.597 3.988
49 O -16.720 -6.909 3.904
50 C -13.961 -5.932 4.917
51 O -14.044 -7.211 5.183
52 C -12.753 -5.228 5.211
53 H -9.144 -4.006 4.642
54 H -10.226 -5.415 4.704
55 H -10.015 -4.325 6.195
56 H -13.221 -2.411 3.353
57 H -15.412 -3.442 3.082
58 H -17.593 -4.288 2.959
59 H -17.170 -3.723 4.556
60 H -18.510 -4.955 4.264
61 H -12.005 -5.861 5.738
62 O -17.903 -8.952 6.777
63 C -18.568 -9.584 5.915
64 O -18.123 -10.004 4.778
65 C -19.970 -10.024 6.277
66 N -20.039 -11.472 5.800
67 C -21.372 -11.659 5.119
68 C -21.555 -10.333 4.372
69 C -21.106 -9.336 5.527
70 H -20.063 -9.984 7.382
71 H -19.852 -12.089 6.588
72 H -19.267 -11.626 5.082
73 H -22.174 -11.770 5.882
74 H -21.437 -12.552 4.504
75 H -22.583 -10.133 3.972
76 H -20.864 -10.265 3.547
77 H -21.959 -9.216 6.216
78 H -20.913 -8.346 5.164